No. 1
ORCA calculation (wB97M-V/def2-TZVPD) on a structure of composition CFNNaO5S2.

For the largest force on an atom, the calculation gives 3.11 eV/A. The value obtained for the energy is -1527.726116 hartree. Its spin multiplicity is 1. For the HOMO energy, the calculation gives -4.5 eV. The total charge is -1.

```
11
Properties=species:S:1:pos:R:3:nbo_charge:R:1
S 2.2032 0.2483 -0.3937 1.568
S -0.3226 1.4812 -0.5285 1.578
Na 0.2985 -1.9472 0.3554 0.931
F -0.2916 3.0079 0.2979 -0.587
O -3.9625 -0.6402 0.2757 -0.538
O -1.7763 1.1341 -0.1159 -1.014
O -1.9559 -1.5791 -0.1721 -0.670
O 2.1177 -1.2846 -0.2344 -1.158
O 3.1701 0.8088 0.6136 -1.011
N 0.6229 0.5872 0.3327 -1.192
C -2.8315 -0.7739 -0.0236 1.095
```

***

No. 2
ORCA calculation (wB97M-V/def2-TZVPD) on a cluster of 2 separate species, C2H6F2N3O in total.

For the largest force on an atom, the calculation gives 7.22 eV/A. The value obtained for the energy is -518.689170 hartree. Its spin multiplicity is 1. For the HOMO energy, the calculation gives -13.3 eV. The total charge is +1.

```
14
Properties=species:S:1:pos:R:3:nbo_charge:R:1
F 2.6086 1.8809 0.2405 -0.272
F 3.4330 -0.0514 -0.3594 -0.243
O 1.0152 0.4662 -1.3254 -0.522
N -0.4090 -1.4480 -0.1994 -0.759
N 0.0335 0.8203 -0.4986 -0.260
N -1.4933 0.1296 0.9937 -0.784
C -0.6560 -0.1717 0.0653 0.635
C 2.8870 1.0374 -0.7359 0.861
H -1.9959 -0.4408 1.7167 0.444
H -0.8326 -2.1635 0.3622 0.433
H -1.8308 1.1009 1.2659 0.434
H 0.0065 -1.5188 -1.1070 0.445
H 0.1067 1.7183 -0.1849 0.394
H 3.2847 1.3490 -1.6971 0.194
```

***

No. 3
ORCA calculation (wB97M-V/def2-TZVPD) on a cluster of 2 separate species, H5NO in total.

For the largest force on an atom, the calculation gives 0.47 eV/A. The value obtained for the energy is -132.982936 hartree. Its spin multiplicity is 1. For the HOMO energy, the calculation gives -10.5 eV. The total charge is 0. The calculation puts the relative energy (zero: lowest compared OMol25 entry of this formula, charge and spin) at 6.2 kcal/mol.

```
7
Properties=species:S:1:pos:R:3:nbo_charge:R:1
O 0.2499 2.3929 0.8020 -0.930
N 0.3659 -1.6352 -0.6496 -1.058
H -0.0136 -2.5353 -0.9231 0.358
H -0.6217 2.7314 1.0369 0.466
H 0.0822 1.4978 0.5190 0.464
H 0.1618 -1.4927 0.3369 0.352
H -0.2247 -0.9590 -1.1222 0.348
```